No. 1
A structure of composition C46H114MnO24 at a distorted geometry. Source: the OMol25 dataset; level of theory: wB97M-V/def2-TZVPD.

Last column: Löwdin spin population.
Cartesian coordinates (Å):
1 Mn -29.0285 -16.8401 -45.7335  4.65
2 O -30.8294 -15.8930 -44.9433  0.06
3 C -31.8180 -16.9298 -45.0707  0.01
4 C -31.3223 -18.4605 -45.2294  0.01
5 O -29.9526 -18.7248 -45.6007  0.07
6 H -32.4215 -16.7465 -45.9596  0.00
7 H -32.5676 -16.8398 -44.2845  0.00
8 H -31.9697 -19.0571 -45.8721  0.00
9 H -31.4920 -18.9582 -44.2746  0.00
10 C -34.9016 -20.8979 -46.4229  0.00
11 O -35.7294 -21.3231 -45.3748  0.00
12 C -36.0929 -22.6790 -45.4159  0.00
13 C -36.7437 -23.1531 -44.0798  0.00
14 O -37.8609 -22.2672 -43.7685  0.00
15 C -38.9235 -22.1926 -44.6317  0.00
16 H -34.4505 -19.9356 -46.1808  0.00
17 H -35.4883 -20.7060 -47.3213  0.00
18 H -34.1910 -21.6995 -46.6240  0.00
19 H -35.1950 -23.2640 -45.6154  0.00
20 H -36.7570 -22.8658 -46.2598  0.00
21 H -36.0212 -23.0969 -43.2656  0.00
22 H -37.1149 -24.1589 -44.2762  0.00
23 H -39.5004 -21.2700 -44.5678  0.00
24 H -39.6623 -22.9688 -44.4325  0.00
25 H -38.5880 -22.1818 -45.6687  0.00
26 C -31.6443 -22.2855 -44.6031  0.00
27 O -32.2030 -23.5769 -44.3496  0.00
28 C -32.7009 -23.8232 -43.0019  0.00
29 C -33.2761 -25.2916 -42.8306  0.00
30 O -34.5539 -25.3755 -43.4265  0.00
31 C -35.2235 -26.5695 -43.4351  0.00
32 H -31.7683 -22.0714 -45.6646  0.00
33 H -30.5761 -22.4029 -44.4204  0.00
34 H -32.2173 -21.5482 -44.0408  0.00
35 H -33.4277 -23.0372 -42.7972  0.00
36 H -31.9089 -23.6722 -42.2684  0.00
37 H -33.3553 -25.5972 -41.7873  0.00
38 H -32.5411 -25.8943 -43.3641  0.00
39 H -34.6668 -27.3259 -43.9883  0.00
40 H -36.2028 -26.4889 -43.9068  0.00
41 H -35.3331 -26.9210 -42.4091  0.00
42 C -28.0229 -13.8312 -46.6333  0.01
43 O -28.1086 -14.8822 -45.6851  0.03
44 C -27.4169 -14.5637 -44.5117  0.00
45 C -27.9927 -15.4268 -43.3709  0.00
46 O -28.0329 -16.7965 -43.8188  0.04
47 C -28.0910 -17.7621 -42.7170  0.01
48 H -28.5451 -14.0294 -47.5694  0.00
49 H -27.0272 -13.5169 -46.9460  0.00
50 H -28.5185 -12.9171 -46.3064  0.00
51 H -27.6573 -13.5704 -44.1326  0.00
52 H -26.3466 -14.7063 -44.6606  0.00
53 H -28.9673 -15.0073 -43.1213  0.00
54 H -27.3483 -15.3153 -42.4989  0.00
55 H -28.0683 -18.7373 -43.2032  0.00
56 H -28.9852 -17.7034 -42.0964  0.00
57 H -27.1902 -17.5848 -42.1294  0.00
58 C -34.9561 -16.0959 -40.1160  0.00
59 O -34.0190 -15.0708 -40.1387  0.00
60 C -33.3179 -15.0041 -41.3566  0.00
61 C -31.8070 -15.1131 -41.1415  0.00
62 O -31.3456 -13.9828 -40.4685  0.00
63 C -30.0083 -14.0215 -40.0890  0.00
64 H -35.7455 -16.0760 -40.8673  0.00
65 H -35.4627 -16.2438 -39.1623  0.00
66 H -34.5037 -17.0837 -40.2040  0.00
67 H -33.6689 -14.1343 -41.9119  0.00
68 H -33.6886 -15.6697 -42.1362  0.00
69 H -31.2651 -15.2101 -42.0823  0.00
70 H -31.6128 -16.0671 -40.6514  0.00
71 H -29.6905 -14.8952 -39.5200  0.00
72 H -29.7837 -13.2218 -39.3832  0.00
73 H -29.2525 -13.8397 -40.8530  0.00
74 C -31.2531 -11.6658 -47.5965  0.00
75 O -31.6801 -11.5240 -46.2324  0.00
76 C -31.7113 -12.8310 -45.7065  0.00
77 C -31.4999 -12.7219 -44.1502  0.00
78 O -32.2398 -11.5420 -43.6304  0.00
79 C -32.2280 -11.4575 -42.2280  0.00
80 H -30.2068 -11.9661 -47.6535  0.00
81 H -31.3540 -10.6522 -47.9845  0.00
82 H -31.8684 -12.3685 -48.1583  0.00
83 H -30.9509 -13.5538 -46.0023  0.00
84 H -32.5924 -13.3997 -46.0036  0.00
85 H -30.4391 -12.7054 -43.9000  0.00
86 H -31.9597 -13.5884 -43.6749  0.00
87 H -32.9486 -12.1600 -41.8093  0.00
88 H -32.6824 -10.5561 -41.8168  0.00
89 H -31.2373 -11.5414 -41.7812  0.00
90 C -32.6183 -19.3063 -41.2707  0.00
91 O -32.0269 -19.3137 -39.9953  0.00
92 C -30.6171 -19.2717 -39.8790  0.00
93 C -29.7339 -20.0817 -40.8558  0.00
94 O -29.9197 -21.4855 -40.6947  0.00
95 C -29.4065 -21.9632 -39.4362  0.00
96 H -33.6701 -19.0371 -41.1739  0.00
97 H -32.5986 -20.2859 -41.7483  0.00
98 H -32.2783 -18.4652 -41.8749  0.00
99 H -30.2550 -19.4832 -38.8729  0.00
100 H -30.2803 -18.2465 -40.0326  0.00
101 H -28.6671 -19.8586 -40.8697  0.00
102 H -30.0694 -19.8768 -41.8725  0.00
103 H -30.0713 -21.8077 -38.5865  0.00
104 H -28.5086 -21.4089 -39.1629  0.00
105 H -29.2666 -23.0440 -39.4521  0.00
106 C -34.9032 -17.0784 -47.5736  0.00
107 O -35.9147 -17.9455 -48.1785  0.00
108 C -37.1732 -17.9986 -47.4598  0.00
109 C -38.1563 -18.9496 -48.2457  0.00
110 O -38.5075 -18.5944 -49.6079  0.00
111 C -39.2815 -17.3744 -49.6681  0.00
112 H -35.1989 -16.0546 -47.3444  0.00
113 H -34.0779 -17.1150 -48.2846  0.00
114 H -34.6325 -17.5209 -46.6149  0.00
115 H -37.5198 -16.9661 -47.4153  0.00
116 H -36.9367 -18.3019 -46.4399  0.00
117 H -39.0011 -19.2328 -47.6178  0.00
118 H -37.7184 -19.9403 -48.3674  0.00
119 H -39.5144 -17.0957 -50.6958  0.00
120 H -38.7995 -16.4922 -49.2469  0.00
121 H -40.2417 -17.4572 -49.1588  0.00
122 C -35.4056 -18.4615 -43.5339  0.00
123 O -36.2014 -18.1850 -42.3926  0.00
124 C -37.0575 -19.2299 -41.9034  0.00
125 C -37.9751 -18.7795 -40.7518  0.00
126 O -38.8578 -17.6534 -41.0678  0.00
127 C -40.0501 -18.0150 -41.7617  0.00
128 H -35.9162 -18.8006 -44.4352  0.00
129 H -34.7825 -19.2843 -43.1835  0.00
130 H -34.7000 -17.6890 -43.8397  0.00
131 H -36.4148 -20.0209 -41.5168  0.00
132 H -37.7014 -19.6248 -42.6893  0.00
133 H -37.2721 -18.3476 -40.0395  0.00
134 H -38.5583 -19.5491 -40.2461  0.00
135 H -39.8522 -18.3178 -42.7899  0.00
136 H -40.6218 -17.0900 -41.6877  0.00
137 H -40.6234 -18.8159 -41.2947  0.00
138 C -31.5841 -19.6777 -49.1217  0.00
139 O -31.9731 -18.6450 -50.0455  0.00
140 C -33.0263 -19.0543 -50.9321  0.00
141 C -33.4550 -17.7630 -51.6540  0.00
142 O -32.4319 -17.2859 -52.4567  0.00
143 C -32.8910 -16.1561 -53.2160  0.00
144 H -32.3830 -19.9042 -48.4156  0.00
145 H -30.7657 -19.2113 -48.5733  0.00
146 H -31.2400 -20.6297 -49.5260  0.00
147 H -33.8288 -19.2679 -50.2261  0.00
148 H -32.8308 -19.9573 -51.5104  0.00
149 H -33.7842 -17.0467 -50.9012  0.00
150 H -34.2960 -17.9723 -52.3151  0.00
151 H -32.0457 -15.7345 -53.7599  0.00
152 H -33.4805 -15.4173 -52.6731  0.00
153 H -33.4683 -16.6412 -54.0030  0.00
154 C -26.0885 -17.7559 -45.9566  0.01
155 O -27.2628 -17.4063 -46.6155  0.04
156 C -27.6410 -18.1408 -47.7648  0.01
157 C -28.4248 -17.2090 -48.6780  0.00
158 O -29.4445 -16.4794 -47.9029  0.04
159 C -30.3071 -15.7843 -48.8345  0.01
160 H -25.9249 -17.0678 -45.1273  0.00
161 H -25.2045 -17.5679 -46.5659  0.00
162 H -26.0277 -18.7944 -45.6311  0.00
163 H -28.2374 -19.0273 -47.5493  0.00
164 H -26.7406 -18.4739 -48.2810  0.00
165 H -28.9092 -17.8035 -49.4525  0.00
166 H -27.7752 -16.4779 -49.1594  0.00
167 H -29.7936 -15.1646 -49.5696  0.00
168 H -30.8526 -14.9885 -48.3273  0.00
169 H -31.0049 -16.5210 -49.2326  0.00
170 C -26.4902 -23.5093 -49.7820  0.00
171 O -27.8567 -23.2934 -49.9962  0.00
172 C -28.3622 -22.0319 -49.5605  0.00
173 C -28.6430 -21.8374 -48.0647  0.00
174 O -27.4796 -21.7821 -47.3217  0.00
175 C -27.7337 -21.6789 -45.8924  0.00
176 H -26.0928 -24.4559 -50.1481  0.00
177 H -26.3891 -23.4345 -48.6993  0.00
178 H -25.8631 -22.7198 -50.1962  0.00
179 H -29.2603 -21.8443 -50.1490  0.00
180 H -27.7090 -21.2578 -49.9633  0.00
181 H -29.2755 -22.6565 -47.7224  0.00
182 H -29.2400 -20.9311 -47.9632  0.00
183 H -27.8698 -20.6217 -45.6646  0.00
184 H -26.8490 -21.9065 -45.2976  0.00
185 H -28.6789 -22.1713 -45.6641  0.00

Values from the calculation:
Energy: -129993.3091 eV
Strongest force on any atom: 0.0715 Eh/bohr
2S+1: 6
Frontier orbital gap (spin up / spin down): 7.0917 / 7.2503 eV
HOMO energy (spin up / spin down): -7.05 / -7.21 eV
<S²>: 8.753
Lowest unoccupied orbital energy (spin up / spin down): 0.0014 / 0.0013 Ha

No. 2
A cluster of 10 separate species, C46H115N3O28P6 in total at a distorted geometry. Source: the OMol25 dataset; level of theory: wB97M-V/def2-TZVPD.

Last column: Löwdin charge in e.
Cartesian coordinates (Å):
1 C 5.8589 -0.7635 -1.1336  -0.05
2 C 5.3539 -1.3989 -2.4317  -0.50
3 C 5.2233 -0.1410 -3.3997  -0.02
4 C 6.3492 -2.3879 -2.9117  -0.17
5 C 5.7508 -3.1954 -4.0280  -0.18
6 C 4.5502 -4.0408 -3.5231  -0.11
7 C 3.4207 -3.0844 -3.0402  -0.49
8 C 2.7327 -2.3258 -4.2106  0.00
9 C 2.4133 -3.8717 -2.1757  -0.03
10 N 4.0558 -2.1288 -2.0894  -0.05
11 O 3.0755 -1.2077 -1.4787  -0.05
12 H 5.7753 -1.5060 -0.3175  0.10
13 H 6.8982 -0.5393 -1.3294  0.08
14 H 5.3243 0.1238 -0.8219  0.07
15 H 6.2539 0.2261 -3.5465  0.09
16 H 4.8823 -0.4070 -4.4147  0.07
17 H 4.6287 0.6939 -2.9867  0.06
18 H 7.2463 -1.8615 -3.2643  0.13
19 H 6.5256 -3.1077 -2.0736  0.14
20 H 5.4583 -2.6739 -4.9093  0.09
21 H 6.5668 -3.9076 -4.3671  0.13
22 H 4.8635 -4.6066 -2.6662  0.11
23 H 4.1444 -4.6624 -4.2966  0.11
24 H 2.0449 -1.4772 -3.8997  0.09
25 H 2.1679 -3.0456 -4.7714  0.08
26 H 3.4937 -1.8927 -4.8288  0.05
27 H 2.2259 -4.7440 -2.7170  0.05
28 H 1.4949 -3.3345 -1.8564  0.08
29 H 2.8901 -4.2305 -1.2358  0.10
30 H 2.7423 -0.5800 -2.1317  0.06
31 C 4.3711 3.9553 -1.6677  -0.03
32 C 3.0539 4.3104 -2.4237  -0.50
33 C 2.1155 3.1031 -2.2139  -0.02
34 C 2.5295 5.6425 -1.7929  -0.12
35 C 1.3576 6.3870 -2.5520  -0.15
36 C 1.8916 6.5459 -3.9852  -0.15
37 C 2.3242 5.2325 -4.6380  -0.51
38 C 1.2617 4.1958 -4.9517  -0.02
39 C 2.9693 5.6936 -5.9443  -0.06
40 N 3.4467 4.6989 -3.7961  -0.07
41 O 3.9323 3.5132 -4.4284  -0.04
42 H 4.9655 4.8544 -1.6029  0.07
43 H 4.2314 3.5146 -0.7012  0.06
44 H 4.8426 3.1586 -2.3100  0.08
45 H 2.5881 2.3113 -2.7963  0.07
46 H 2.0830 2.8757 -1.1640  0.07
47 H 1.0733 3.2958 -2.5917  0.08
48 H 2.2696 5.4670 -0.7313  0.11
49 H 3.3937 6.3461 -1.7055  0.12
50 H 0.4332 5.7622 -2.4878  0.10
51 H 1.1729 7.3156 -2.0565  0.09
52 H 2.7604 7.1857 -3.8361  0.12
53 H 1.2277 7.0286 -4.7257  0.12
54 H 1.0413 4.1836 -6.0401  0.10
55 H 0.3424 4.4837 -4.4418  0.07
56 H 1.6705 3.2308 -4.7716  0.06
57 H 3.1762 4.9203 -6.6327  0.06
58 H 3.8579 6.3075 -5.8312  0.09
59 H 2.1821 6.2620 -6.5259  0.11
60 H 4.7169 3.8688 -4.8061  0.09
61 C -4.7752 -4.8996 0.9378  -0.02
62 C -4.1688 -4.1064 2.0915  -0.51
63 C -4.2849 -2.6293 1.8386  -0.05
64 C -4.9578 -4.3714 3.3902  -0.14
65 C -4.2987 -3.8458 4.6190  -0.18
66 C -3.0095 -4.5922 4.7456  -0.12
67 C -2.0560 -4.2515 3.5398  -0.46
68 C -1.4450 -2.8594 3.5870  -0.03
69 C -0.8909 -5.2602 3.5939  -0.04
70 N -2.8204 -4.5864 2.3168  -0.10
71 O -2.0155 -4.5079 1.1563  -0.05
72 H -5.8285 -4.6985 0.9010  0.07
73 H -4.5210 -4.6561 -0.0931  0.06
74 H -4.6554 -5.9893 0.9706  0.10
75 H -5.3249 -2.3380 1.6642  0.09
76 H -4.0688 -1.9482 2.6822  0.06
77 H -3.6995 -2.1569 1.0398  0.06
78 H -6.0145 -4.1241 3.1857  0.13
79 H -5.0770 -5.4481 3.5469  0.12
80 H -4.1249 -2.7651 4.6370  0.11
81 H -4.8882 -4.1285 5.4739  0.11
82 H -3.1073 -5.6834 4.5614  0.13
83 H -2.5356 -4.5284 5.6775  0.10
84 H -0.6833 -2.6449 2.8200  0.07
85 H -0.9091 -2.7259 4.4964  0.06
86 H -2.2334 -2.0960 3.5680  0.06
87 H -0.4733 -5.3717 4.5903  0.08
88 H -0.0896 -5.0814 2.8909  0.08
89 H -1.2695 -6.2464 3.4623  0.07
90 H -1.7801 -3.5275 0.9765  0.07
91 C -1.6098 -4.4841 -2.0936  -0.10
92 O -2.7647 -4.5740 -2.9017  -0.19
93 P -3.0150 -3.4231 -3.9837  0.38
94 O -1.9648 -2.9982 -4.8772  -0.20
95 O -4.2889 -4.0909 -4.6451  -0.21
96 C -4.5596 -3.8753 -6.0719  -0.04
97 O -3.5213 -2.1864 -3.1100  -0.24
98 C -4.6171 -2.2443 -2.1593  -0.03
99 H -0.7054 -4.5087 -2.6831  0.08
100 H -1.5481 -5.3446 -1.4477  0.09
101 H -1.6081 -3.6428 -1.3880  0.07
102 H -3.6446 -3.6675 -6.5966  0.07
103 H -5.2891 -3.0579 -6.1588  0.10
104 H -5.0111 -4.8029 -6.4015  0.09
105 H -5.0183 -3.2336 -2.2516  0.08
106 H -5.3041 -1.5222 -2.5414  0.09
107 H -4.1760 -2.0412 -1.2091  0.07
108 C -3.0772 1.7680 -1.5308  -0.07
109 O -3.7504 2.4121 -2.6296  -0.20
110 P -2.9957 3.6516 -3.2841  0.32
111 O -3.7407 4.2143 -4.4183  -0.22
112 O -2.6875 4.6530 -2.1531  -0.22
113 C -3.2666 5.9981 -2.1491  -0.03
114 O -1.5247 3.0473 -3.4912  -0.26
115 C -1.5306 2.1448 -4.6063  -0.11
116 H -3.2441 0.7334 -1.6576  0.07
117 H -3.5264 2.1835 -0.6322  0.09
118 H -2.0342 1.9155 -1.6360  0.06
119 H -2.6709 6.5090 -1.4332  0.08
120 H -4.2567 5.9386 -1.7210  0.09
121 H -3.2485 6.3844 -3.1375  0.08
122 H -2.1613 1.2041 -4.5332  0.11
123 H -0.5300 1.7884 -4.6492  0.06
124 H -1.8840 2.6934 -5.4929  0.10
125 C -5.2478 0.8849 2.2681  -0.06
126 O -4.3187 1.5763 3.1532  -0.23
127 P -4.3619 1.2162 4.6743  0.29
128 O -5.6143 0.7187 5.1550  -0.18
129 O -3.1767 0.2053 4.6957  -0.23
130 C -2.5944 -0.1567 5.9075  -0.08
131 O -3.7404 2.5008 5.3620  -0.19
132 C -2.5717 3.1358 4.8285  -0.08
133 H -5.0720 -0.1351 2.0652  0.05
134 H -5.3022 1.5553 1.4069  0.09
135 H -6.2412 1.0307 2.7251  0.10
136 H -3.3157 -0.3429 6.6826  0.10
137 H -1.9147 0.6496 6.1474  0.09
138 H -2.0826 -1.0643 5.7522  0.06
139 H -1.7991 2.3679 4.7119  0.07
140 H -2.3217 3.9219 5.5235  0.09
141 H -2.8320 3.5442 3.8493  0.08
142 C 4.3850 -1.2447 7.5161  -0.04
143 O 3.3753 -1.2190 6.4984  -0.22
144 P 1.8535 -1.2501 6.7748  0.33
145 O 1.2035 -0.1083 7.3945  -0.21
146 O 1.3009 -1.5903 5.3371  -0.23
147 C 1.8777 -2.7046 4.6153  -0.06
148 O 1.7469 -2.6635 7.6021  -0.24
149 C 0.8535 -2.8002 8.7313  -0.08
150 H 5.1725 -0.5787 7.1867  0.10
151 H 4.7104 -2.2595 7.6427  0.09
152 H 3.9405 -0.8500 8.3805  0.07
153 H 1.2955 -2.7912 3.7160  0.06
154 H 1.8936 -3.5624 5.2847  0.09
155 H 2.8961 -2.4266 4.3670  0.09
156 H -0.2249 -2.7756 8.4926  0.10
157 H 0.9831 -1.9656 9.3880  0.07
158 H 1.1774 -3.7098 9.1940  0.08
159 C 1.7846 -0.0759 1.5233  -0.08
160 O 0.7999 -1.0428 1.2146  -0.18
161 P -0.4201 -0.7388 0.2953  0.39
162 O -1.3697 -1.8954 0.3289  -0.24
163 O -1.0432 0.6250 0.7159  -0.18
164 C -2.0708 0.7000 1.6822  -0.07
165 O 0.3128 -0.3908 -1.0576  -0.18
166 C -0.4656 -0.4688 -2.2267  -0.08
167 H 2.7033 -0.1617 0.9332  0.08
168 H 2.1566 -0.1903 2.5417  0.08
169 H 1.4358 0.9587 1.4073  0.09
170 H -1.8947 0.0141 2.4828  0.08
171 H -3.0402 0.5541 1.2471  0.06
172 H -2.0104 1.7419 2.0178  0.08
173 H -1.3961 -0.9968 -1.9964  0.07
174 H 0.0146 -1.0026 -3.0256  0.07
175 H -0.6573 0.5347 -2.6241  0.08
176 C 3.5850 5.0063 2.8310  -0.07
177 O 2.3497 5.2784 3.5262  -0.21
178 P 1.0123 4.3992 3.4192  0.38
179 O 0.0405 4.7912 4.4733  -0.24
180 O 0.4967 4.4741 1.9358  -0.22
181 C -0.9370 4.5175 1.6338  -0.04
182 O 1.3831 2.8453 3.4175  -0.24
183 C 1.1932 2.0574 4.6274  -0.07
184 H 4.3479 5.5482 3.3372  0.08
185 H 3.5196 5.3225 1.7734  0.09
186 H 3.8262 3.9394 2.8493  0.09
187 H -1.0562 4.3774 0.5409  0.10
188 H -1.3127 5.4805 1.9292  0.09
189 H -1.4856 3.8201 2.2272  0.04
190 H 0.6715 2.6795 5.3560  0.08
191 H 2.1566 1.6869 5.0120  0.09
192 H 0.5366 1.2461 4.3377  0.07
193 C -0.2469 -1.2452 -6.9921  -0.20
194 O -0.4103 -0.9181 -5.6724  -0.16
195 H -1.2086 -1.0580 -7.5410  0.09
196 H 0.5259 -0.6456 -7.4191  0.06
197 H 0.0962 -2.2832 -7.1582  0.08
198 H -0.7688 -1.6383 -5.1172  0.03

Values from the calculation:
Energy: -167109.5955 eV
Strongest force on any atom: 0.0707 Eh/bohr
Frontier orbital gap: 8.3788 eV
HOMO energy: -7.99 eV
Lowest unoccupied orbital energy: 0.0145 Ha